C2H9NO2 | the ωB97M-V functional and the def2-TZVPD basis

Results
- Energy above the lowest of the compared OMol25 structures with the same formula, charge and spin: 21.2 kcal/mol

Last column: Löwdin charge in e.
Element x y z (Å)
H: 3.256 0.414 -1.338  0.06
H: -2.414 0.571 -0.633  0.07
H: -3.252 0.384 0.644  0.07
C: -1.357 0.759 1.061  -0.38
H: 2.163 -2.040 -1.035  0.07
H: -0.219 -0.494 1.806  0.08
H: 1.055 -0.714 -0.601  0.05
H: -0.574 1.449 0.725  0.11
H: 1.640 -0.792 -2.271  0.08
O: 2.910 -0.143 -0.636  -0.15
O: -0.954 -0.606 1.193  -0.07
N: -2.545 1.027 0.274  0.01
H: -1.589 1.199 2.044  0.11
C: 1.881 -1.013 -1.233  -0.11

Atoms 1-3, force components in eV/Å:
H 0.15 0.00 0.09
H 0.25 0.56 -0.18
H -0.21 0.52 0.29

***

C38H63F9O15P2S | the ωB97M-V functional and the def2-TZVPD basis

Results
- E: -4593.98015 Eh

Last column: Löwdin charge in e.
Element x y z (Å)
F: 3.008 5.934 4.577  0.16
H: -5.570 -1.945 1.223  0.10
C: -1.588 -2.096 -1.953  -0.27
H: 4.763 1.369 6.511  0.08
H: -5.656 1.384 2.977  0.11
C: -4.170 1.887 -3.981  -0.22
H: 4.542 -0.818 -1.059  0.11
C: 2.111 0.759 -0.351  -0.19
H: 1.970 1.669 -2.348  0.11
H: -3.251 -2.086 -3.521  0.12
H: -1.623 -1.602 -4.088  0.12
H: 2.026 -0.743 -2.948  0.09
O: 6.196 6.488 -3.855  0.17
C: -3.765 -1.441 -0.063  -0.18
O: 3.135 2.716 4.796  0.16
H: 5.083 4.812 -2.453  0.13
H: 5.792 2.300 -0.207  0.09
O: -7.376 2.368 1.224  -0.31
H: 6.563 4.406 -0.453  0.06
H: 1.208 0.094 -0.451  0.11
O: -7.609 0.160 0.325  -0.30
H: 3.595 -0.059 -3.487  0.11
H: 5.490 2.632 1.594  0.10
O: 1.216 -7.695 4.085  0.17
C: 2.993 -0.326 -2.571  -0.20
H: -3.249 -4.622 1.025  -0.06
H: -4.776 1.937 0.040  0.09
H: -6.456 -0.217 2.896  0.12
H: 3.675 1.590 -1.730  0.11
C: -2.338 -1.516 -3.220  -0.13
C: -5.599 1.851 -4.275  -0.03
F: 5.192 9.478 -2.510  0.16
O: -0.670 -6.473 4.105  0.03
H: -0.426 -8.157 1.962  0.08
P: -4.397 -6.027 -1.228  0.33
H: 0.758 2.064 0.873  0.11
H: -3.938 -2.272 2.027  0.10
H: 2.217 -4.342 -1.724  0.13
H: -5.179 -5.059 -2.973  0.07
H: -4.425 -0.746 -0.655  0.10
C: -0.234 -2.747 -2.462  -0.32
F: 5.957 9.158 -4.499  0.16
O: 4.898 6.861 -2.058  0.03
C: 3.589 3.726 5.253  -0.38
O: -5.586 1.570 -0.366  -0.18
O: 3.823 3.938 6.551  0.03
H: 2.528 -1.931 -0.076  0.10
S: -6.670 1.157 0.814  0.65
H: -3.938 -0.212 -4.731  0.11
C: 4.617 1.840 7.485  -0.06
H: 7.277 5.633 -1.511  0.08
H: 4.295 5.258 -0.950  0.11
H: -1.616 0.589 -2.908  0.12
C: -3.527 3.035 -3.365  -0.04
H: -1.025 -5.214 2.544  0.11
O: -3.069 -6.425 -1.795  -0.37
C: -0.062 -7.502 6.134  -0.53
P: -4.281 -4.288 0.089  0.90
O: -2.283 -3.137 -1.255  -0.16
H: -6.412 5.066 -3.017  0.10
C: 5.501 7.210 -3.199  -0.39
H: -3.856 0.544 1.338  0.09
C: -3.300 0.628 -4.332  -0.15
C: 3.016 -2.431 -0.950  -0.16
H: -2.800 -0.934 0.174  0.12
H: -4.364 -7.466 0.398  0.06
H: -2.501 0.850 -5.084  0.12
C: -5.804 4.181 -3.295  -0.09
H: -2.032 -7.452 2.044  0.07
C: 2.704 1.022 -1.807  -0.19
C: -4.374 4.192 -3.032  -0.08
F: 0.624 -8.532 6.644  0.17
C: 3.493 2.854 7.437  -0.20
H: 2.547 2.393 7.151  0.13
H: -6.066 0.967 -4.768  0.11
C: 5.138 8.650 -3.569  -0.53
H: 4.401 1.061 8.217  0.08
F: 3.887 8.731 -4.062  0.16
H: 0.255 -1.938 -3.082  0.13
H: -3.204 0.280 -2.133  0.09
H: 1.424 2.834 -0.615  0.11
F: 5.110 5.520 4.821  0.16
H: 3.148 2.257 1.972  0.12
C: -0.479 -4.005 -3.383  -0.02
C: 0.257 -7.265 4.657  -0.39
C: -2.589 0.031 -3.034  -0.18
C: 2.825 2.865 1.079  -0.23
F: 4.045 4.715 3.131  0.15
C: -4.425 -0.147 2.026  -0.21
H: 4.491 -1.936 -2.503  0.11
C: 1.980 -3.241 -1.813  -0.21
H: 5.559 2.324 7.751  0.08
H: 3.351 3.294 8.425  0.13
C: 3.856 -1.370 -1.762  -0.20
H: 2.398 3.821 1.494  0.12
C: 5.121 5.509 -1.614  -0.20
H: -3.829 -0.197 2.969  0.12
C: 6.430 5.408 -0.860  -0.05
H: 0.285 -4.815 -3.237  0.09
H: 0.584 -5.914 2.526  0.13
F: -1.366 -7.765 6.339  0.16
H: -1.276 -1.227 -1.314  0.14
C: -4.518 -1.595 1.337  -0.23
H: 4.691 1.228 0.778  0.08
O: 0.623 -3.090 -1.357  -0.13
H: 2.114 -2.999 -2.902  0.12
O: -5.503 -5.816 -2.450  -0.18
C: 5.039 2.286 0.624  -0.12
H: -4.328 -2.704 -1.762  0.11
C: -0.467 -6.133 2.722  -0.20
H: -7.513 3.025 -4.072  0.10
C: -6.409 3.007 -3.903  -0.08
H: 2.838 0.204 0.295  0.09
H: 6.457 6.129 -0.040  0.09
H: -0.421 -3.701 -4.468  0.08
C: -0.986 -7.231 1.817  -0.06
C: -5.837 0.498 2.304  -0.22
C: 1.683 2.161 0.248  -0.16
H: 3.762 -3.162 -0.520  0.11
O: 3.979 3.195 0.280  -0.23
H: -0.906 -6.937 0.769  0.09
O: -4.970 -7.332 -0.357  -0.19
C: -3.620 -2.790 -0.882  -0.51
F: 0.239 -6.423 6.882  0.16
H: -2.446 3.081 -3.121  0.10
H: -3.884 5.078 -2.577  0.09
H: -1.478 -4.487 -3.242  0.07
C: 3.942 4.974 4.442  -0.52

Atoms 1-3, force components in eV/Å:
F -0.06 -0.47 0.21
H 0.87 0.30 0.11
C 1.36 -0.56 -1.30

***

C60H106N13O6S | the ωB97M-V functional and the def2-TZVPD basis

Results
- Energy above the lowest of the compared OMol25 structures with the same formula, charge and spin: 267.9 kcal/mol
- Net charge: -1

Last column: Löwdin charge in e.
Element x y z (Å)
H: -11.118 5.485 3.279  0.07
H: 10.765 6.276 4.362  0.15
H: -7.467 -1.792 -6.083  0.11
C: 1.186 -0.157 -2.033  -0.09
O: 0.552 1.088 -0.106  -0.19
H: 1.113 14.476 6.871  0.12
S: 0.449 -5.078 -6.612  -0.06
H: -6.799 -8.913 -3.791  0.08
H: -4.342 -17.815 3.451  0.07
H: -4.676 -13.142 2.870  0.09
H: 0.034 10.003 -5.561  0.10
H: -0.377 -3.748 -1.285  0.13
H: 7.343 -10.119 -0.447  0.09
H: -2.755 -3.935 1.312  0.09
C: -4.082 -17.391 4.421  -0.09
H: -10.992 2.654 -0.095  0.12
H: 0.016 -1.970 -2.314  0.18
H: 3.280 14.030 5.229  0.11
H: 3.921 12.480 5.738  0.08
H: 1.938 9.851 6.715  0.06
C: 8.601 10.149 0.449  -0.18
H: -6.892 4.870 1.333  0.06
C: 6.883 10.639 -0.905  -0.11
H: 0.319 -1.763 6.497  0.10
H: -3.282 -18.050 4.759  0.06
H: -4.068 0.613 -6.342  0.11
H: 7.582 8.778 1.598  0.14
N: 1.928 0.109 -10.380  0.02
C: -5.743 -9.128 -3.720  -0.13
C: 6.430 9.640 -0.017  -0.10
H: -6.964 3.123 1.954  0.08
H: -2.668 -8.804 -4.466  0.16
N: 1.593 -1.651 8.271  0.01
H: 5.322 13.830 7.566  0.08
H: 9.549 10.052 0.957  0.11
H: 2.052 -2.457 -0.880  0.13
H: 0.576 -4.385 -0.025  0.13
H: 1.164 12.036 6.243  0.10
C: 4.975 14.176 6.593  -0.09
C: 0.956 0.547 -11.284  -0.12
H: 2.667 15.299 7.052  0.10
C: 8.796 6.168 5.221  -0.15
H: 1.103 15.428 9.212  0.08
H: 2.740 14.497 9.324  0.09
C: -6.977 -0.838 -5.955  -0.13
C: 3.709 13.495 6.075  -0.24
C: 2.025 0.597 8.073  -0.10
H: 10.238 4.125 3.233  0.11
H: -6.641 -13.292 3.107  0.05
H: -2.626 -14.369 2.156  0.08
C: 8.112 -2.926 -5.367  -0.15
C: -5.175 -10.371 -3.370  -0.15
H: -1.040 9.866 -7.842  0.15
C: 3.127 0.772 -10.728  -0.14
C: 1.865 11.966 7.075  -0.20
H: -9.462 0.711 1.774  0.08
H: 1.132 13.827 9.180  0.06
O: 0.235 -5.476 -7.960  -0.44
C: -8.211 3.475 0.317  -0.25
H: -0.469 -0.895 -1.096  0.16
H: -4.035 -13.011 4.407  0.10
C: -6.977 3.807 1.106  -0.10
C: 8.265 10.948 -0.630  -0.10
H: -10.149 5.457 0.918  0.10
C: 2.045 14.490 7.435  -0.33
H: -0.485 7.725 -8.948  0.11
H: -2.724 -15.903 4.218  0.09
H: 6.500 -3.452 -6.692  0.15
C: 1.148 0.186 7.038  -0.15
H: 6.759 5.240 5.499  0.10
C: -5.887 -14.731 4.571  -0.26
C: 0.449 7.198 -7.044  -0.12
H: 7.511 -2.742 -4.488  0.10
C: 2.921 1.596 -11.833  -0.14
C: -3.785 -10.352 -3.541  -0.13
C: -0.100 8.002 -7.977  -0.18
C: 9.577 4.626 3.925  -0.18
H: 8.216 -3.497 -8.546  0.10
N: 0.298 -1.303 -1.610  0.09
H: -11.140 2.437 1.644  0.09
H: 5.823 14.176 5.908  0.07
C: 9.751 -3.198 -6.882  -0.12
C: 0.990 2.087 0.896  -0.06
H: 10.180 -2.553 -4.777  0.08
N: -0.372 9.216 -7.452  0.03
C: 8.512 -3.290 -7.528  -0.12
H: -1.635 -5.170 0.696  0.09
H: -5.696 -14.128 5.459  0.10
H: -2.010 -12.806 2.979  0.07
C: 9.472 -2.829 -5.544  -0.14
C: 2.102 -0.511 8.970  -0.10
H: 6.208 11.109 -1.606  0.08
H: 5.569 9.002 0.115  0.10
C: -3.754 -15.890 4.575  -0.29
H: -4.623 -7.386 -4.736  0.11
H: 6.678 -8.056 -2.120  0.10
C: -9.896 1.054 0.835  -0.10
H: 4.024 0.670 -10.135  0.09
H: 7.719 3.427 3.954  0.09
O: -0.684 -4.534 -6.017  -0.46
C: -4.042 -13.698 3.560  -0.23
N: 7.453 -3.136 -6.590  0.03
C: -5.103 0.428 -6.094  -0.11
H: 0.007 0.031 -11.305  0.10
H: -10.716 0.338 0.888  0.07
O: -1.072 -3.099 0.389  -0.20
H: 10.705 -3.190 -7.389  0.08
H: 3.272 10.476 5.970  0.06
H: -1.930 -14.297 3.748  0.04
H: 1.683 -2.604 8.594  0.14
C: 0.977 -1.173 7.117  -0.16
H: 0.370 0.400 -2.493  0.14
H: -6.129 3.579 0.461  0.07
C: 0.766 7.984 -5.896  -0.09
C: 0.080 -3.465 -0.337  -0.19
O: 0.868 -6.261 -5.844  -0.52
H: -5.774 -11.185 -2.990  0.08
H: -8.111 2.451 -0.040  0.09
H: 3.279 10.467 7.758  0.07
H: -10.743 3.638 3.244  0.07
C: 1.040 -2.222 -0.554  -0.02
H: -2.994 -11.072 -3.386  0.10
H: 0.689 0.752 6.241  0.09
H: 4.635 15.210 6.646  0.05
H: 1.181 3.103 0.550  0.09
H: 0.977 2.018 -12.932  0.07
N: -4.633 -15.065 3.840  -0.16
C: -2.024 -4.164 0.537  -0.08
C: 7.754 5.282 5.081  -0.11
H: 1.227 7.534 -5.029  0.10
C: 8.300 4.269 4.300  -0.13
N: -3.546 -9.121 -4.081  -0.01
H: 0.409 6.130 -7.200  0.10
C: -6.164 1.214 -5.689  -0.16
H: -4.895 -17.723 5.067  0.05
H: 8.986 11.649 -1.025  0.08
C: 1.770 14.646 8.849  -0.11
C: -10.952 4.567 2.714  -0.10
H: -7.232 -14.887 2.887  0.07
H: -8.287 4.169 -0.521  0.11
C: 5.167 -10.293 -0.270  -0.13
C: 2.675 10.640 6.867  -0.09
N: 4.670 -8.776 -1.906  0.03
H: 1.994 1.698 -1.344  0.14
H: 2.507 0.236 -0.447  0.12
N: -5.633 -0.839 -6.125  -0.01
N: -9.464 3.477 1.128  -0.20
N: 9.887 5.786 4.458  0.01
H: -8.958 5.282 2.219  0.10
H: 1.986 -0.553 -2.659  0.16
H: 4.033 -8.208 -2.446  0.16
H: -11.931 4.375 2.274  0.06
O: 1.551 -4.130 -6.526  -0.51
C: -7.014 -14.153 3.663  -0.07
H: 1.325 11.908 8.020  0.10
H: 2.523 -0.512 9.965  0.09
H: 0.170 2.145 1.612  0.09
H: -5.100 -1.668 -6.348  0.16
H: -8.229 0.870 -5.199  0.09
H: -2.588 -4.234 -0.393  0.09
C: -4.688 -8.349 -4.250  -0.10
C: 6.366 -9.738 -0.704  -0.13
C: 1.530 1.552 -12.130  -0.12
C: -10.430 2.453 0.817  -0.28
C: 1.672 0.741 -0.933  -0.23
H: -3.700 -15.614 5.628  0.12
C: 6.016 -8.730 -1.597  -0.15
H: -6.202 2.273 -5.483  0.09
C: 4.158 -9.749 -1.080  -0.15
H: -7.910 -13.860 4.210  0.07
H: 1.926 1.819 1.386  0.09
H: 2.306 1.634 8.176  0.08
C: -7.293 0.441 -5.524  -0.14
H: 4.947 -11.068 0.450  0.08
C: -9.797 4.802 1.715  -0.22
N: 7.546 9.412 0.812  -0.02
H: -9.177 0.846 0.042  0.06
H: -6.308 -15.564 5.134  0.10
H: 9.034 7.065 5.773  0.10
H: 3.640 2.241 -12.316  0.08
H: 1.901 -0.610 -9.671  0.15
H: 3.081 -9.824 -1.032  0.10
N: 2.691 13.224 7.171  -0.18
C: 0.147 9.129 -6.185  -0.19
H: 1.230 -1.582 0.308  0.12
C: -2.557 -13.746 3.048  -0.08

Atoms 1-3, force components in eV/Å:
H 0.26 -0.35 0.66
H -0.36 -0.11 0.19
H -0.40 0.30 0.31

***

C2H3N3O | the ωB97M-V functional and the def2-TZVPD basis

Results
- Energy above the lowest of the compared OMol25 structures with the same formula, charge and spin: 117.7 kcal/mol

Last column: Löwdin charge in e.
Element x y z (Å)
H: 1.911 -1.425 0.175  -0.05
N: -0.826 -1.147 -0.063  0.01
H: 2.141 0.067 -0.680  0.06
C: 0.034 -0.063 -0.041  -0.13
H: -0.415 2.099 0.323  0.14
C: -0.755 1.080 0.038  -0.11
O: -2.006 0.634 0.104  -0.05
N: 1.926 -0.477 0.248  0.08
N: -2.009 -0.767 -0.102  0.04

Atoms 1-3, force components in eV/Å:
H -0.26 -3.49 -1.10
N 1.05 0.36 -0.99
H 0.12 -2.13 2.10